1.
Molecular formula: C21H25F3LuN5O5S3Se
Method: DFT, ωB97M-V/def2-TZVPD

Orbital gap ... 7.27 eV
HOMO ... -0.5135 Eh

Structure (ORCA input):
```
! RIJCOSX wB97M-V def2-TZVPD def2/J DEFGRID3
* xyz 2 1
Lu -0.067 -0.344 -1.106
C -1.096 -0.083 3.352
C 0.342 0.287 3.826
S 1.640 0.619 2.594
C 2.710 -0.838 2.686
C 3.234 -1.310 1.332
S 2.103 -2.051 0.131
C 1.484 -3.515 0.992
C 0.368 -3.340 2.023
S -1.118 -2.588 1.401
H -1.338 -1.101 3.666
H -0.702 0.936 1.564
H 0.245 1.218 4.385
H 0.727 -0.456 4.522
H 3.574 -0.583 3.300
H 2.187 -1.638 3.200
H 3.709 -0.487 0.793
H 4.013 -2.056 1.499
H 1.142 -4.172 0.192
H 2.349 -3.991 1.457
H 0.015 -4.332 2.332
H 0.686 -2.837 2.933
O -3.728 1.138 -3.260
C -2.796 0.862 -2.376
O -1.599 0.873 -2.622
C -3.311 0.566 -1.007
C -4.638 0.457 -0.642
C -4.907 0.169 0.693
C -3.866 0.026 1.600
C -2.567 0.160 1.134
N -2.316 0.412 -0.147
C -1.242 0.035 1.854
O -2.049 0.837 3.869
O -0.511 -1.016 1.170
H -3.312 1.295 -4.125
H -5.430 0.585 -1.365
H -5.931 0.060 1.025
H -4.052 -0.169 2.646
H -2.038 0.814 4.832
F -0.355 -2.824 -1.635
C -1.576 -2.034 -1.677
F -1.766 -1.880 -3.055
F -2.546 -2.857 -1.305
Se 0.741 -1.563 -4.792
N 2.292 -0.904 -5.307
C 2.793 -0.207 -4.300
C 4.026 0.519 -4.264
C 4.324 1.163 -3.109
C 3.441 1.099 -1.979
N 2.317 0.440 -1.952
C 1.997 -0.193 -3.120
N 0.859 -0.852 -3.163
H 4.679 0.542 -5.126
H 5.238 1.733 -3.012
H 3.722 1.618 -1.067
C -1.263 3.671 -0.544
C 0.041 3.020 -0.207
N 0.992 3.762 0.345
O 0.231 1.804 -0.400
H -1.222 4.757 -0.497
H -2.014 3.316 0.165
H -1.562 3.359 -1.542
H 0.853 4.742 0.529
H 1.841 3.323 0.665
*
```

2.
Molecular formula: C21H25F3N2O4
Method: DFT, ωB97M-V/def2-TZVPD

Relative energy (zero: lowest compared OMol25 entry of this formula, charge and spin) ... 3.27 kcal/mol
Orbital gap ... 9.27 eV
HOMO ... -0.3173 Eh
Structure (SMILES) ... CC[C@@H](CO)NCc1ccc(OCC(=O)Nc2cccc(C(F)(F)F)c2)c(OC)c1

Structure (ORCA input):
```
! RIJCOSX wB97M-V def2-TZVPD def2/J DEFGRID3
* xyz 0 1
C -3.494 -3.294 0.395
H -3.588 -4.128 1.087
C -4.749 -2.432 0.426
H -5.614 -3.014 0.104
H -4.935 -2.093 1.448
C -4.622 -1.203 -0.480
N -3.589 -0.333 0.046
H -3.891 0.074 0.925
C -3.093 0.704 -0.839
C -1.876 1.360 -0.242
C -1.643 2.716 -0.387
C -0.510 3.294 0.163
C 0.400 2.527 0.867
C 0.169 1.147 1.020
C -0.965 0.583 0.463
H -1.171 -0.470 0.557
O 1.120 0.453 1.717
C 0.850 -0.893 2.045
H -0.105 -0.990 2.566
H 0.849 -1.531 1.155
H 1.653 -1.205 2.712
O 1.508 3.055 1.504
C 2.358 3.888 0.749
H 1.815 4.604 0.126
H 2.954 4.450 1.475
C 3.324 3.107 -0.154
O 3.913 3.645 -1.064
N 3.428 1.806 0.213
C 4.164 0.788 -0.378
C 4.046 -0.489 0.165
C 4.741 -1.547 -0.398
C 5.569 -1.356 -1.494
C 5.690 -0.081 -2.021
C 4.998 0.986 -1.478
H 5.093 1.974 -1.898
H 6.334 0.083 -2.871
H 6.105 -2.188 -1.923
C 4.556 -2.903 0.220
F 4.993 -2.948 1.494
F 3.254 -3.257 0.274
F 5.187 -3.885 -0.432
H 3.412 -0.654 1.022
H 2.842 1.525 0.999
H -0.350 4.356 0.058
H -2.345 3.334 -0.927
H -3.839 1.480 -1.080
H -2.807 0.218 -1.781
C -5.995 -0.512 -0.628
O -6.972 -1.348 -1.198
H -6.661 -1.645 -2.060
H -5.886 0.407 -1.223
H -6.380 -0.241 0.359
H -4.290 -1.531 -1.475
H -3.326 -3.693 -0.603
H -2.630 -2.700 0.678
*
```

> What is the orbital gap in the second record?

9.27 eV